DFT (wB97M-V/def2-TZVPD) results for C24H38F6O11Pb as an isolated structure in a non-equilibrium geometry.

Each line ends with the Mulliken charge.
Positions of all 80 atoms, in Å:
Pb 6.0401 17.6808 -3.8533  2.89
C 4.7236 19.8410 -1.0840  -0.39
O 5.9974 20.5146 -1.0866  -0.05
O 4.7899 18.8576 -1.9976  -0.71
C 4.3602 19.6068 0.3900  0.78
F 3.7687 20.7123 0.8733  -0.29
F 3.2758 18.7626 0.5473  -0.29
F 5.4366 19.2753 1.1384  -0.23
C 5.9781 21.9053 -0.8379  -0.41
C 7.4503 22.2482 -0.9812  -0.89
H 7.6129 23.3143 -0.8147  0.45
H 7.9285 21.6364 -0.2138  0.29
H 7.9335 21.9066 -1.8963  -0.07
H 5.6356 22.1677 0.1693  0.31
H 5.2968 22.5135 -1.4450  0.32
H 3.9882 20.5657 -1.4695  -0.04
C 7.6027 15.1017 -2.8828  0.31
O 6.5334 15.7988 -2.2538  -0.07
O 7.8181 15.8698 -4.0165  -0.87
C 8.7397 14.9239 -1.8685  0.55
F 9.9189 14.8477 -2.5365  -0.29
F 8.9624 15.9627 -1.0416  -0.24
F 8.6116 13.7912 -1.1614  -0.27
C 5.8389 15.2836 -1.1557  -0.18
C 4.6514 14.3643 -1.4989  -1.03
H 3.9379 14.1380 -0.7060  0.46
H 4.0855 14.7368 -2.3530  -0.09
H 5.0231 13.3655 -1.7463  0.37
H 5.4520 16.2547 -0.8192  0.06
H 6.3964 15.0011 -0.2597  0.36
H 7.2783 14.0832 -3.1319  0.12
C 8.4930 17.9455 -8.3919  -0.72
C 7.1545 17.4063 -8.9220  -0.56
C 6.3044 17.7519 -7.7229  -0.35
O 7.1129 17.4744 -6.5608  -0.16
C 8.4605 17.8857 -6.8424  -0.26
H 8.7237 18.9492 -8.7484  0.30
H 9.3000 17.3269 -8.7911  0.32
H 7.2060 16.3789 -9.2768  0.33
H 6.8432 18.0052 -9.7797  0.25
H 5.2741 17.4091 -7.6111  0.18
H 6.0764 18.8246 -7.6819  0.27
H 9.2426 17.2669 -6.4106  0.30
H 8.5598 18.9159 -6.4930  0.06
O 3.9225 16.6028 -4.6034  -0.63
C 3.0430 16.0217 -5.1820  0.20
O 3.3436 15.5166 -6.4601  -0.37
C 2.0847 15.1863 -7.0797  -0.54
C 0.9577 15.7317 -6.2298  -0.47
C 1.6102 15.7285 -4.8675  -0.46
H 2.0911 14.1062 -7.2313  0.32
H 2.0193 15.6360 -8.0712  0.30
H 0.0617 15.1119 -6.1938  0.38
H 0.5899 16.7146 -6.5230  0.19
H 1.5942 14.7393 -4.4064  0.37
H 1.2327 16.4850 -4.1814  0.34
O 4.6699 19.3185 -5.2672  -0.46
C 3.5368 19.7007 -5.3683  0.25
O 3.0282 20.1183 -6.5368  -0.44
C 1.7428 20.6519 -6.3478  -0.51
C 1.1246 19.8018 -5.2523  -0.46
C 2.3806 19.5791 -4.3439  0.07
H 1.1473 20.7596 -7.2550  0.40
H 1.7841 21.7055 -6.0549  0.30
H 0.6974 18.8213 -5.4591  -0.04
H 0.3799 20.3210 -4.6490  0.38
H 2.4340 18.6053 -3.8623  -0.04
H 2.4923 20.3301 -3.5622  0.32
O 8.1994 19.3564 -3.7971  -0.51
C 9.2006 20.0271 -3.7388  0.28
O 9.4045 20.9213 -4.7030  -0.42
C 10.5656 21.7348 -4.4900  -0.38
C 11.0975 21.3253 -3.1473  -0.73
C 10.4032 20.0075 -2.7720  -0.43
H 10.2969 22.7889 -4.4849  0.26
H 11.4038 21.5191 -5.1514  0.33
H 10.8901 22.0214 -2.3323  0.25
H 12.1820 21.3289 -3.2565  0.41
H 10.1439 19.8803 -1.7250  0.35
H 11.0043 19.1474 -3.0740  0.36

Computed properties:
Total energy, Eh: -2556.92736
Multiplicity: 1
Molar mass, g/mol: 823.7